Computed, not measured: a cluster of 3 separate species, C3H11NO3 in total in a non-equilibrium geometry, with ωB97M-V with the def2-TZVPD basis set.

The geometry in XYZ format:
```
18
Properties=species:S:1:pos:R:3
H 0.26 1.57 1.07
N 0.23 -0.98 -1.44
H -0.48 2.49 -2.22
H 0.47 3.04 1.63
H 0.06 2.44 -0.81
O 0.56 -0.30 1.55
C -0.08 -1.74 -0.18
H -1.59 -0.43 -0.34
O -0.12 2.49 1.07
H 1.11 -1.26 -1.89
H -2.13 -2.11 -0.23
C 0.89 -1.29 0.85
H 1.77 -1.96 1.02
H 0.05 -2.76 -0.39
H -1.63 -1.25 1.28
O 0.16 2.03 -1.71
H 0.04 -0.01 -1.34
C -1.52 -1.42 0.17
```

Properties
molecular weight	109.1	g mol⁻¹
electronic energy	-10921.111	eV
orbital gap	9.67	eV
ΔE to the lowest compared entry with this formula, charge and spin	1.894	eV
LUMO energy	0.53	eV
2S+1	1
HOMO	-9.140	eV
net charge	0



Computed, not measured: a cluster of 3 separate species, C3H11NO3 in total in a non-equilibrium geometry, with ωB97M-V with the def2-TZVPD basis set.

The geometry in XYZ format:
```
18
Properties=species:S:1:pos:R:3
H 1.50 1.30 1.23
H 0.76 0.92 -0.27
C -1.40 0.24 0.95
H 0.10 -1.81 -1.26
O 0.08 -1.22 -2.03
H 0.73 -0.57 -1.74
O -0.31 1.20 -3.30
H -1.70 1.05 1.61
O -0.82 -1.20 3.14
C 0.12 -0.70 2.57
H 2.01 -0.20 0.73
C 1.13 0.44 0.64
H -1.96 -0.68 0.86
H 1.17 -0.69 2.95
N -0.01 -0.19 1.30
H -0.51 0.92 -4.20
H -1.37 0.50 -0.10
H 0.47 0.70 -3.08
```

Properties
molecular weight	109.1	g mol⁻¹
electronic energy	-10921.032	eV
orbital gap	9.92	eV
ΔE to the lowest compared entry with this formula, charge and spin	1.974	eV
LUMO energy	0.46	eV
2S+1	1
HOMO	-9.456	eV
net charge	0



Computed, not measured: a cluster of 3 separate species, C3H11NO3 in total in a non-equilibrium geometry, with ωB97M-V with the def2-TZVPD basis set.

The geometry in XYZ format:
```
18
Properties=species:S:1:pos:R:3
C -0.28 -1.48 0.36
C -1.65 -0.82 0.16
H 1.51 2.09 0.00
O 2.18 1.77 0.64
H -0.62 2.42 -0.11
H 1.08 -1.25 1.98
H -0.62 -2.47 0.65
C 0.50 -1.51 -0.94
H 0.44 0.14 1.46
H -0.47 1.24 -1.06
H 3.02 2.14 0.35
H 0.91 -2.50 -1.16
H -0.03 -1.15 -1.82
H 1.37 -0.85 -0.92
N 0.28 -0.86 1.51
O -1.98 -0.11 -0.76
H -2.37 -1.05 0.97
O -0.06 2.08 -0.82
```

Properties
molecular weight	109.1	g mol⁻¹
electronic energy	-10921.624	eV
orbital gap	10.24	eV
ΔE to the lowest compared entry with this formula, charge and spin	1.382	eV
LUMO energy	0.78	eV
2S+1	1
HOMO	-9.455	eV
net charge	0



Computed, not measured: a cluster of 3 separate species, C3H11NO3 in total in a non-equilibrium geometry, with ωB97M-V with the def2-TZVPD basis set.

The geometry in XYZ format:
```
18
Properties=species:S:1:pos:R:3
N 0.08 0.18 -1.57
H 1.92 0.24 -2.65
H 0.01 -0.59 -0.91
C -0.18 2.65 -1.63
O 0.02 -3.38 5.83
H 0.29 0.86 -3.41
O 0.44 1.36 0.32
C 0.11 1.34 -0.86
H -0.75 -0.35 1.50
O -0.98 -1.24 1.15
H -0.70 -1.78 1.90
H -1.21 2.72 -1.98
H -0.79 -3.08 6.25
H -0.03 -4.34 5.79
C 0.84 0.12 -2.85
H 0.68 -0.89 -3.23
H -0.02 3.53 -1.04
H 0.26 2.65 -2.63
```

Properties
molecular weight	109.1	g mol⁻¹
electronic energy	-10921.718	eV
orbital gap	10.14	eV
ΔE to the lowest compared entry with this formula, charge and spin	1.288	eV
LUMO energy	0.82	eV
2S+1	1
HOMO	-9.320	eV
net charge	0



Computed, not measured: a cluster of 2 separate species, C3H11NO3 in total in a non-equilibrium geometry, with ωB97M-V with the def2-TZVPD basis set.

The geometry in XYZ format:
```
18
Properties=species:S:1:pos:R:3
H -1.02 -1.16 -3.96
C 0.17 0.70 -0.71
O 0.76 -0.48 -1.28
N -1.03 -0.36 1.19
H 2.13 0.96 1.21
O 1.17 0.26 2.85
H 1.54 -0.65 0.95
H 0.17 -1.21 -1.06
O -1.80 -1.17 -3.43
H -0.77 0.90 -1.23
C 1.30 0.30 1.45
C -0.03 0.69 0.78
H 0.92 1.46 -0.96
H -1.72 0.00 1.86
H -1.73 -0.55 -2.70
H 1.89 -0.23 3.23
H -0.43 1.62 1.16
H -1.52 -1.07 0.64
```

Properties
molecular weight	109.1	g mol⁻¹
electronic energy	-10911.750	eV
orbital gap (alpha / beta)	10.82 / 5.71	eV
ΔE to the lowest compared entry with this formula, charge and spin	1.430	eV
LUMO energy (alpha / beta)	-3.91 / -9.01	eV
expectation value of S²	0.75
2S+1	2
HOMO (alpha / beta)	-14.722 / -14.721	eV
net charge	+1



Computed, not measured: a cluster of 3 separate species, C3H11NO3 in total in a non-equilibrium geometry, with ωB97M-V with the def2-TZVPD basis set.

The geometry in XYZ format:
```
18
Properties=species:S:1:pos:R:3
H -1.71 -3.05 -0.68
O -0.26 1.29 0.53
H 3.33 1.15 0.53
H 0.15 -1.80 1.13
H -1.46 -1.50 1.41
O 0.80 3.93 -0.42
C -0.79 -1.71 0.59
H 0.07 4.50 -0.14
H -1.94 0.96 -0.46
C -0.95 0.59 -0.15
H 1.95 1.09 0.73
O 2.58 0.75 0.08
H 0.61 -0.82 -0.65
H -0.29 -3.72 0.00
H -0.80 -0.84 -1.64
N -1.11 -3.13 0.14
C -0.48 -0.78 -0.59
H 0.29 3.11 -0.43
```

Properties
molecular weight	109.1	g mol⁻¹
electronic energy	-10911.148	eV
orbital gap (alpha / beta)	9.82 / 4.27	eV
ΔE to the lowest compared entry with this formula, charge and spin	2.032	eV
LUMO energy (alpha / beta)	-3.90 / -9.45	eV
expectation value of S²	0.76
2S+1	2
HOMO (alpha / beta)	-13.722 / -13.720	eV
net charge	+1



Computed, not measured: a cluster of 3 separate species, C3H11NO3S in total in a non-equilibrium geometry, with ωB97M-V with the def2-TZVPD basis set.

The geometry in XYZ format:
```
19
Properties=species:S:1:pos:R:3
H -0.40 -1.36 -1.50
H -0.38 -0.62 0.05
H 3.04 0.02 -0.37
C -1.18 0.79 -1.36
H -0.77 1.25 2.30
H -0.86 1.71 -0.87
H -3.00 -0.89 -1.45
S -2.84 0.35 -1.03
H 0.54 -1.03 2.88
H 0.51 0.90 1.61
N 2.04 -0.03 -0.25
H 1.72 -0.65 0.47
O 0.16 1.49 2.28
C -0.22 -0.40 -1.01
H -0.95 1.02 -2.41
H -0.31 -2.12 2.26
O 1.51 0.77 -2.30
O 0.22 -1.35 2.03
C 1.17 0.15 -1.32
```

Properties
molecular weight	141.2	g mol⁻¹
electronic energy	-21757.458	eV
orbital gap	9.13	eV
ΔE to the lowest compared entry with this formula, charge and spin	0.487	eV
LUMO energy	0.17	eV
2S+1	1
HOMO	-8.963	eV
net charge	0



Computed, not measured: a structure of composition C3H11NO4 in a non-equilibrium geometry, with ωB97M-V with the def2-TZVPD basis set.

The geometry in XYZ format:
```
19
Properties=species:S:1:pos:R:3
C -0.07 -1.11 -0.69
O -2.99 0.61 1.12
H 0.84 1.02 0.78
H 2.13 1.50 -0.37
H -2.93 0.76 -1.39
H 1.66 -0.86 1.51
H 3.09 0.25 1.48
C 2.37 -0.30 0.90
O -2.05 0.93 -1.01
H -2.52 1.00 0.13
O 0.73 -2.08 -0.74
N 0.77 0.13 -1.05
C 1.52 0.67 0.02
H 2.86 -1.00 0.22
O -0.59 -0.82 0.55
H 1.36 -0.14 -1.84
H -3.77 1.07 1.44
H -0.96 -1.21 -1.38
H -1.44 -0.41 0.32
```

Properties
molecular weight	125.1	g mol⁻¹
electronic energy	-12962.215	eV
orbital gap	4.32	eV
ΔE to the lowest compared entry with this formula, charge and spin	8.844	eV
LUMO energy	-4.75	eV
2S+1	1
HOMO	-9.069	eV
net charge	0